{
  "formula": "C22H49AlBr3F2N4O20PS2",
  "method": "the ωB97M-V functional and the def2-TZVPD basis",
  "symbols": ["Al", "N", "S", "O", "O", "F", "S", "O", "O", "F", "C", "Br", "Br", "Br", "H", "O", "P", "N", "C", "C", "N", "C", "C", "N", "C", "C", "H", "H", "H", "H", "H", "H", "H", "H", "H", "H", "H", "H", "H", "H", "H", "H", "H", "H", "C", "O", "C", "O", "O", "C", "H", "H", "H", "H", "H", "H", "C", "O", "C", "O", "O", "C", "H", "H", "H", "H", "H", "H", "C", "O", "C", "O", "O", "C", "H", "H", "H", "H", "H", "H", "C", "O", "C", "O", "O", "C", "H", "H", "H", "H", "H", "H", "C", "O", "C", "O", "O", "C", "H", "H", "H", "H", "H", "H"],
  "coordinates": [[-0.3234, 3.0706, 5.1060], [-1.4546, -0.5492, 0.9281], [-1.3690, -0.6241, -0.6564], [-2.5984, -0.3910, -1.4321], [-0.3036, -1.3752, -1.2573], [-0.6812, 0.8491, -0.7842], [-1.6571, -2.2343, 1.0122], [-0.4745, -3.1109, 0.8816], [-2.9141, -2.8319, 0.4940], [-1.9276, -2.1095, 2.5937], [-10.4501, -2.3305, -0.0308], [-10.6426, -3.5918, 1.5189], [-12.1994, -2.1512, -0.9719], [-9.0719, -3.0376, -1.2808], [-10.0964, -1.3804, 0.3695], [3.8006, -2.1485, 5.8654], [4.4439, -3.4454, 6.1899], [3.3765, -4.5940, 6.8929], [2.8296, -5.7643, 6.0678], [2.4745, -4.4144, 8.0771], [5.5414, -3.1381, 7.4916], [6.3164, -1.9537, 7.5796], [5.6948, -4.0419, 8.5912], [5.3056, -4.3013, 4.9230], [5.6706, -3.4879, 3.7631], [6.1716, -5.3957, 5.2377], [3.6086, -5.9893, 5.3393], [1.8778, -5.4230, 5.6608], [2.7051, -6.6180, 6.7340], [2.5635, -5.3973, 8.5398], [1.4556, -4.2069, 7.7501], [2.8033, -3.5294, 8.6217], [7.2154, -2.1430, 6.9930], [5.7552, -1.0822, 7.2427], [6.6592, -1.8166, 8.6052], [6.7194, -4.3216, 8.8363], [5.0513, -3.7173, 9.4088], [5.5400, -5.0587, 8.2302], [6.2480, -4.1092, 3.0785], [4.7710, -3.2417, 3.1990], [6.2321, -2.6031, 4.0629], [6.0788, -6.0764, 4.3914], [5.9499, -5.7716, 6.2365], [7.2318, -5.1793, 5.3685], [-2.3100, -11.1050, 1.7034], [-1.5146, -10.6105, 0.6304], [-0.1967, -10.4234, 0.8132], [0.5869, -11.0965, 1.4926], [0.1519, -9.4378, -0.0743], [1.4808, -9.0415, -0.2813], [-2.3266, -10.4077, 2.5411], [-2.1015, -12.1313, 2.0056], [-3.3521, -11.0850, 1.3845], [1.4726, -8.4101, -1.1697], [2.1142, -9.8822, -0.5645], [1.8552, -8.3156, 0.4405], [0.2265, 8.6928, -2.3879], [-1.0933, 8.7582, -1.9047], [-1.6255, 7.9841, -0.9736], [-1.0444, 7.1874, -0.3106], [-2.9167, 8.0770, -0.9376], [-3.6531, 8.9748, -1.6977], [0.3648, 9.2727, -3.3005], [0.3819, 7.6309, -2.5781], [0.9175, 9.0381, -1.6188], [-3.4279, 9.1004, -2.7568], [-3.4980, 10.0472, -1.5796], [-4.7275, 8.7922, -1.7180], [5.4926, 3.3122, -1.0051], [6.3064, 3.9211, -0.0546], [6.0711, 4.0643, 1.2271], [5.0468, 3.7057, 1.9308], [7.1881, 4.5670, 1.7874], [7.2394, 4.8943, 3.2495], [5.0058, 2.4341, -0.5809], [6.0252, 2.9918, -1.9004], [4.6999, 3.9172, -1.4454], [6.6858, 5.8297, 3.3312], [8.1760, 4.9614, 3.8031], [6.6531, 4.1558, 3.7963], [1.0688, 6.3296, -9.4918], [0.2834, 5.1102, -9.5031], [-0.2329, 4.5776, -8.3855], [-0.2705, 5.0447, -7.1787], [-1.0188, 3.6542, -8.9406], [-2.0667, 3.1508, -8.2697], [0.5503, 7.1058, -8.9290], [1.1432, 6.8173, -10.4638], [2.0806, 6.0621, -9.1870], [-2.7437, 2.8500, -9.0693], [-2.5915, 3.8458, -7.6142], [-1.7268, 2.3120, -7.6622], [-8.8537, 3.7029, -5.6714], [-9.9891, 3.8021, -6.5581], [-9.8077, 4.3790, -7.7723], [-8.7753, 4.5154, -8.3434], [-10.9627, 4.7521, -8.2375], [-11.0903, 5.3054, -9.5416], [-8.1317, 3.0396, -6.1478], [-9.1966, 3.0758, -4.8485], [-8.5044, 4.6640, -5.2942], [-10.1757, 5.7907, -9.8824], [-11.8692, 6.0631, -9.6265], [-11.4007, 4.4537, -10.1470]],
  "forces_ev_per_a": [[-0.007, 0.083, -0.163], [-0.504, -3.743, -1.116], [0.941, 6.822, -6.305], [1.770, -1.375, 2.240], [-1.168, -0.946, 0.831], [-0.676, -0.589, 0.459], [-1.329, -4.787, 3.539], [-2.227, 2.717, 0.478], [2.972, 2.352, 0.708], [0.280, -0.446, -0.715], [-0.353, -1.227, -0.237], [0.153, 0.937, -1.131], [1.406, -0.007, 0.762], [-0.916, 0.512, 0.845], [-0.283, -0.216, -0.247], [0.878, -0.891, -0.539], [-1.205, -0.490, 1.226], [-0.020, -0.680, -1.489], [1.522, 1.419, 0.877], [1.333, 0.760, -1.428], [-0.883, -1.034, -0.669], [0.305, 0.591, 0.086], [0.706, -1.913, -0.880], [-0.906, 2.285, 1.822], [-0.495, -0.594, -0.412], [0.138, -0.568, 0.427], [-0.627, -0.174, -0.335], [0.095, -0.343, -0.354], [-0.128, 0.074, -0.039], [-0.310, 0.445, 0.805], [-0.071, -0.242, -0.095], [0.022, -0.450, 0.505], [0.334, 0.537, -0.321], [0.199, -0.009, -0.258], [-0.156, 0.072, -0.006], [0.568, 1.593, 0.658], [0.209, -0.439, 0.304], [-1.632, -0.112, 0.188], [0.328, 0.056, 0.242], [-0.013, 0.465, 0.256], [0.018, 0.158, -0.180], [0.103, -0.616, 0.439], [-0.579, -0.680, -0.368], [0.248, 0.726, -0.507], [-0.819, -0.048, 0.349], [0.404, 0.373, 0.371], [1.991, -1.196, -0.279], [-2.058, 1.978, -1.186], [-1.252, -0.625, 1.038], [0.512, 0.463, -1.101], [0.609, -0.133, 0.179], [0.483, 0.194, -0.021], [0.186, -0.072, -0.557], [-0.426, -0.169, -0.297], [0.226, 0.014, 0.759], [0.140, -0.766, 0.742], [0.651, -1.332, 0.820], [-1.374, 1.942, -0.781], [1.487, -0.332, -1.350], [0.984, -0.717, 1.023], [-2.026, 0.074, 0.708], [-0.901, 2.215, -2.429], [-0.556, 0.027, 0.204], [0.629, 0.077, -0.216], [0.093, -0.026, -0.075], [0.618, -1.577, -0.460], [0.140, 0.093, 1.768], [0.261, -0.482, 0.832], [-1.871, -1.319, -0.665], [1.096, 1.037, 0.018], [-2.850, -1.622, 4.113], [3.621, 1.405, -3.344], [0.847, 0.198, 0.812], [-2.499, -0.286, -0.633], [0.013, -0.035, 0.076], [0.845, 0.106, 0.555], [-0.011, 0.646, 0.665], [0.261, 0.076, 0.160], [0.614, -0.081, -1.451], [-0.112, -0.136, -0.263], [-0.149, -0.112, 0.494], [1.367, 1.149, 0.028], [-1.769, 3.310, 2.666], [0.717, -2.478, -5.378], [2.475, 0.962, -0.305], [-2.161, -1.556, 1.410], [0.365, -0.331, 0.773], [-0.302, -1.006, -0.501], [-0.137, 0.456, 0.422], [-0.226, -0.406, 0.393], [0.228, 0.303, -0.041], [-0.406, -0.282, 0.048], [-0.509, -1.392, -0.475], [-0.151, 0.721, 0.027], [0.109, -0.365, 0.825], [1.614, 0.053, -0.277], [-1.954, 0.648, 0.710], [0.233, -0.345, -0.755], [0.595, 0.739, -0.132], [-0.341, 0.411, 0.162], [0.118, -0.098, -0.416], [0.134, -0.463, 0.022], [-0.158, -0.193, 0.815], [0.313, 0.283, -0.507]],
  "orbital_gap_ev": 0.904,
  "total_charge": 2
}


{
  "formula": "C22H49BFN4O7S",
  "method": "the ωB97M-V functional and the def2-TZVPD basis",
  "symbols": ["C", "C", "B", "O", "C", "C", "C", "C", "O", "N", "C", "C", "N", "C", "N", "C", "C", "C", "C", "S", "O", "O", "O", "N", "C", "C", "C", "F", "H", "H", "H", "H", "H", "H", "H", "H", "H", "H", "H", "H", "H", "H", "H", "H", "H", "H", "H", "H", "H", "H", "H", "H", "H", "H", "H", "H", "H", "H", "H", "H", "H", "C", "C", "C", "O", "H", "H", "H", "H", "H", "H", "H", "H", "C", "C", "C", "O", "H", "H", "H", "H", "H", "H", "H", "H"],
  "coordinates": [[0.8132, 2.8141, 2.6722], [0.1142, 1.5852, 1.8883], [0.6686, 1.4047, 0.3571], [1.3517, 2.5766, -0.1870], [0.5611, 0.0512, -0.5404], [0.7718, -1.2329, 0.3691], [2.0249, -1.3425, 1.3381], [2.9055, -2.6522, 1.1310], [2.5577, -3.6676, 0.5154], [4.2427, -2.6670, 1.7640], [4.1732, -2.3093, 3.2084], [5.1716, -1.6862, 1.1299], [-0.6081, -1.3786, 0.8921], [-1.4879, -0.9221, -0.2108], [-2.7435, -1.3052, 0.0021], [-3.7938, -1.0031, -1.0126], [-5.1497, -1.7924, -0.5876], [-6.4597, -0.8833, -0.5576], [-6.6368, 0.0021, 0.7681], [-6.7981, -0.9601, 2.3352], [-5.6797, -0.5456, 3.2530], [-8.0848, -0.6007, 3.0431], [-6.8561, -2.6181, 2.0822], [-0.7426, -0.2603, -1.2422], [-1.2810, 0.8538, -2.0560], [-0.1958, 1.1565, -3.2328], [0.3865, 2.6395, -3.2030], [0.5873, 3.0236, -4.5869], [1.9255, 2.6028, 2.7783], [0.5735, 3.7709, 2.1175], [0.3895, 2.8094, 3.7376], [0.4530, 0.6381, 2.4545], [-1.0254, 1.6100, 1.9543], [0.6086, 3.2022, -0.3694], [1.4622, 0.1636, -1.2482], [0.8949, -2.0659, -0.4120], [2.7515, -0.4536, 1.2683], [1.6235, -1.3618, 2.4096], [5.2238, -2.3395, 3.6641], [3.7798, -1.2521, 3.4151], [3.5148, -3.0812, 3.7211], [5.0272, -1.5359, 0.0164], [6.2741, -1.9143, 1.3361], [4.9841, -0.6646, 1.6384], [-0.8229, -1.0034, 1.8212], [-2.9803, -1.8152, 0.8612], [-4.0368, 0.1175, -0.9042], [-3.4579, -1.2245, -2.0715], [-4.9957, -2.3729, 0.3765], [-5.3230, -2.5785, -1.4079], [-6.5324, -0.1671, -1.4481], [-7.4024, -1.5367, -0.6300], [-5.8292, 0.8069, 0.7932], [-7.6283, 0.5683, 0.6425], [-6.3047, -2.9910, 2.8101], [-1.5915, 1.7907, -1.4921], [-2.2141, 0.5237, -2.6376], [-0.7191, 1.0461, -4.2505], [0.6295, 0.3600, -3.2587], [1.4495, 2.5678, -2.7771], [-0.2315, 3.3925, -2.6260], [10.3170, -2.4395, -1.1938], [9.1236, -2.3386, -0.2572], [8.9056, -3.6381, 0.5029], [7.9523, -2.0268, -1.0118], [10.1610, -3.2238, -1.9412], [10.4553, -1.5037, -1.7412], [11.2340, -2.6608, -0.6426], [9.2805, -1.5204, 0.4508], [8.7013, -4.4634, -0.1862], [8.0386, -3.5561, 1.1639], [9.7806, -3.8950, 1.1047], [7.8045, -2.7441, -1.6414], [-6.2442, 4.5521, -1.8717], [-5.2790, 3.4631, -1.4323], [-4.3629, 3.9526, -0.3210], [-4.4959, 3.0425, -2.5424], [-5.7024, 5.4185, -2.2633], [-6.8886, 4.1915, -2.6772], [-6.8735, 4.8807, -1.0413], [-5.8402, 2.5882, -1.0896], [-3.7573, 4.7991, -0.6593], [-3.6654, 3.1637, -0.0220], [-4.9360, 4.2627, 0.5560], [-3.9913, 3.8035, -2.8578]],
  "forces_ev_per_a": [[-0.894, -1.037, 0.224], [0.955, -0.527, 0.446], [-0.128, 2.084, 0.537], [-2.172, -1.877, -0.017], [2.771, -0.080, 0.324], [0.541, -0.290, -2.185], [-0.514, 0.236, 0.436], [0.116, -2.255, -0.725], [0.289, 3.390, 1.433], [-0.386, 1.306, 0.081], [-0.027, -0.349, 0.784], [0.417, 1.486, 0.155], [-0.658, 0.512, -2.138], [2.312, -0.781, 2.860], [0.616, 1.253, -2.608], [-2.087, 0.875, 1.157], [0.102, -0.298, -1.600], [-0.627, -0.185, 0.556], [-0.587, 0.132, -2.419], [-1.980, 2.722, 6.394], [-1.073, -1.986, -3.143], [2.842, -1.347, -3.359], [1.009, 2.025, -0.039], [-1.422, -0.519, 3.386], [-0.471, -0.049, -2.625], [-0.763, 0.378, -0.487], [1.774, -1.440, -0.670], [-0.669, -0.152, 2.020], [-1.392, 0.576, -0.435], [0.607, -0.988, 0.976], [0.548, 0.366, -1.583], [-0.722, 1.190, -0.711], [1.342, 0.037, -0.059], [1.089, -0.073, 0.411], [-1.633, -0.521, 0.489], [-0.144, 0.812, 1.301], [-1.222, -1.142, 0.033], [0.767, -0.012, -1.313], [-1.511, -0.160, -0.763], [0.397, -1.235, -0.337], [0.868, 1.049, -0.413], [0.163, -0.555, 1.290], [-1.715, -0.058, -0.375], [0.363, -1.093, -0.895], [0.001, -0.039, -0.594], [0.400, 0.243, -0.683], [0.461, -1.522, -0.509], [-0.295, 0.067, 1.488], [-0.275, 0.856, -1.098], [0.219, 1.020, 1.343], [0.390, -1.004, 1.186], [1.555, 0.733, 0.052], [-0.801, -1.407, 0.810], [1.337, -1.019, 0.599], [-0.380, 0.265, -0.410], [0.653, -1.160, -0.279], [1.310, 0.338, 1.249], [0.625, 0.260, 1.584], [-1.190, 1.326, 0.269], [-1.667, 0.527, -0.413], [0.519, -0.784, -1.067], [0.164, 0.252, -0.047], [0.136, -0.631, -0.368], [-0.088, 0.026, 0.255], [-0.237, 0.297, 0.107], [-0.013, -0.068, 0.138], [0.004, -0.040, 0.112], [-0.042, -0.012, -0.068], [-0.183, 0.046, -0.136], [0.123, 0.057, -0.030], [0.093, 0.010, 0.002], [-0.064, -0.026, -0.041], [0.080, 0.081, 0.097], [-0.298, -0.103, -0.069], [0.179, 0.794, 0.012], [0.040, -0.183, 0.217], [0.253, -0.515, -0.126], [0.051, -0.032, 0.144], [0.029, -0.018, 0.115], [0.042, 0.025, -0.071], [0.071, -0.061, -0.148], [-0.155, 0.042, -0.016], [-0.076, -0.021, 0.041], [0.092, 0.017, -0.034], [-0.161, -0.056, -0.008]],
  "orbital_gap_ev": 8.390,
  "total_charge": 1,
  "relative_energy_kcal_mol": 124.2
}


no.,LUMO (Ha)
1,-0.4265
2,-0.1162